C39H55BrMnN4O2STe | ωB97M-V/def2-TZVPD

Geometry as XYZ:
```
104
Properties=species:S:1:pos:R:3:forces:R:3
Mn 1.556 0.439 1.341 0.4 0.0 1.0
N 2.343 1.093 3.338 0.3 -0.2 -0.1
C 3.605 0.686 4.031 -0.1 -0.1 0.0
C 3.726 -0.822 4.126 0.0 0.1 -0.2
C 4.098 -1.450 2.773 -0.1 -0.1 0.1
C 3.119 -2.504 2.300 0.1 0.1 -0.1
N 1.787 -1.894 2.029 0.3 0.3 0.1
H 2.344 2.106 3.309 -0.1 0.2 -0.1
H 1.571 0.853 3.952 -0.1 0.0 0.1
H 3.627 1.133 5.025 0.0 0.1 0.0
H 4.445 1.084 3.463 0.0 0.1 0.0
H 2.777 -1.224 4.506 0.1 0.0 0.0
H 4.485 -1.058 4.870 -0.1 0.0 0.1
H 5.091 -1.897 2.828 0.0 0.0 0.0
H 4.133 -0.682 1.998 0.1 0.0 0.0
H 3.034 -3.305 3.035 0.0 -0.1 0.0
H 3.492 -2.937 1.373 -0.1 0.0 -0.1
H 1.230 -1.936 2.875 -0.1 -0.1 0.0
H 1.298 -2.456 1.343 -0.1 0.0 -0.1
C 3.926 4.309 -2.068 -0.1 -0.1 0.1
C 2.990 4.167 -0.898 0.1 0.1 -0.1
C 2.407 5.260 -0.275 0.0 0.1 0.0
C 1.551 5.074 0.800 0.0 0.1 -0.1
C 1.308 3.781 1.209 0.0 -0.1 -0.1
Br 0.075 3.509 2.629 0.0 0.0 0.0
N 1.862 2.707 0.654 -0.2 -0.2 0.1
C 2.686 2.915 -0.384 0.0 -0.1 0.0
H 4.023 5.350 -2.368 0.0 0.0 0.0
H 3.565 3.736 -2.925 0.0 0.0 0.0
H 4.919 3.932 -1.818 0.0 0.0 0.0
H 2.617 6.265 -0.627 0.0 -0.1 0.0
H 1.084 5.907 1.305 0.0 0.0 0.0
H 3.133 2.025 -0.810 0.0 0.1 0.0
C -1.922 -3.535 1.581 0.0 0.1 0.1
C -2.778 -2.902 2.675 0.2 0.0 -0.1
C -2.711 -1.374 2.671 0.1 -0.3 0.1
S -1.088 -0.791 3.272 0.0 0.4 0.0
O -0.459 0.081 2.179 0.0 0.1 -0.1
C -1.637 0.388 4.545 0.0 -0.2 0.2
C -1.439 -0.193 5.947 0.2 -0.1 -0.1
C 0.032 -0.435 6.288 -0.1 0.1 -0.1
H -1.969 -4.622 1.630 0.0 0.0 0.0
H -0.871 -3.238 1.678 0.0 0.0 0.0
H -2.274 -3.230 0.593 0.0 0.0 0.0
H -2.474 -3.278 3.655 -0.1 0.0 0.0
H -3.820 -3.192 2.531 0.0 0.0 0.1
H -3.478 -0.943 3.312 0.0 0.0 0.0
H -2.807 -0.975 1.664 0.0 0.2 -0.1
H -2.678 0.642 4.353 0.0 0.1 0.0
H -1.020 1.273 4.388 0.0 0.0 0.0
H -1.998 -1.128 6.043 0.0 0.1 0.0
H -1.868 0.507 6.663 -0.1 0.0 0.0
H 0.476 -1.195 5.640 0.0 0.0 0.0
H 0.137 -0.779 7.316 0.0 0.0 0.0
H 0.611 0.491 6.186 0.0 -0.1 0.0
C -6.398 -2.138 -4.644 0.1 0.1 0.0
C -5.171 -1.704 -3.887 -0.1 0.0 0.0
C -5.251 -0.747 -2.882 0.0 0.0 0.0
C -4.139 -0.327 -2.159 0.0 0.0 0.2
C -4.344 0.738 -1.105 0.0 -0.1 -0.2
C -2.901 -0.918 -2.458 0.3 -0.3 -0.3
Te -1.276 -0.513 -1.065 -0.7 0.5 0.1
N 0.967 -0.236 -0.343 -0.1 -0.7 -1.2
C 2.176 -0.517 -0.798 -0.1 0.1 -0.2
O 3.120 -0.038 -0.076 -0.2 0.0 0.4
C 2.504 -1.292 -2.011 0.0 0.0 0.0
C 3.689 -0.993 -2.679 0.0 0.1 0.0
C 4.038 -1.698 -3.820 0.0 0.0 0.0
C 3.216 -2.717 -4.286 0.0 0.0 0.0
C 2.045 -3.032 -3.607 0.0 -0.1 -0.1
C 1.695 -2.324 -2.470 0.1 0.0 0.1
C -1.125 1.531 -1.553 0.2 0.0 -0.1
C -1.474 2.466 -0.588 -0.1 -0.2 0.1
C -1.415 3.819 -0.882 0.0 0.0 -0.1
C -0.963 4.225 -2.130 0.0 0.0 0.0
C -0.584 3.283 -3.078 0.0 0.1 0.0
C -0.671 1.918 -2.822 0.0 -0.2 0.0
C -0.302 0.917 -3.889 -0.1 0.1 0.1
C -2.785 -1.874 -3.477 0.1 0.0 0.1
C -1.474 -2.508 -3.873 -0.3 0.1 0.0
C -3.927 -2.247 -4.176 0.0 0.0 0.0
H -7.307 -1.791 -4.157 0.0 0.0 0.0
H -6.439 -3.224 -4.728 0.0 0.0 0.0
H -6.382 -1.732 -5.658 0.0 0.0 0.0
H -6.217 -0.308 -2.645 0.1 0.0 0.0
H -5.372 0.718 -0.745 0.0 0.0 0.0
H -4.161 1.729 -1.526 0.1 0.0 0.1
H -3.681 0.619 -0.245 0.0 0.0 0.1
H 4.323 -0.202 -2.296 0.0 0.0 0.0
H 4.958 -1.459 -4.339 -0.1 0.0 0.0
H 3.497 -3.275 -5.169 0.0 0.0 0.0
H 1.413 -3.837 -3.964 0.0 0.0 0.0
H 0.816 -2.607 -1.909 -0.1 0.0 0.1
H -1.810 2.135 0.389 0.0 0.0 0.0
H -1.737 4.549 -0.151 0.1 0.0 0.0
H -0.911 5.280 -2.369 0.0 -0.1 0.0
H -0.225 3.614 -4.046 0.0 0.0 0.0
H 0.202 1.398 -4.725 0.0 0.0 0.0
H -1.203 0.431 -4.274 0.1 0.0 0.0
H 0.361 0.142 -3.497 0.0 0.0 0.0
H -0.680 -2.251 -3.180 0.1 0.0 0.0
H -1.168 -2.167 -4.865 0.0 0.0 0.0
H -1.564 -3.595 -3.917 0.0 0.0 0.0
H -3.835 -2.980 -4.973 0.0 0.0 0.1
```
Positions in Å, forces in eV/Å.

Computed properties:
multiplicity = 6
total charge = +2
E_tot = -6279.3625 hartree
HOMO-LUMO gap (spin up / spin down) = 0.2501 / 0.2302 hartree
LUMO energy (spin up / spin down) = -6.396 / -7.016 eV
HOMO level (spin up / spin down) = -13.20 / -13.28 eV